Entry 1:
{"formula": "C18H14ClPSe3TeZn", "method": "ωB97M-V/def2-TZVPD", "max_force_ev_per_a": 2.2, "spin_multiplicity": 1, "total_energy_ha": -10747.56635, "e_homo_ev": -6.8, "relative_energy_kj_mol": 0.0, "lumo_ev": -0.34, "orbital_gap_ev": 6.5, "species": ["Zn", "Cl", "C", "C", "C", "C", "C", "C", "P", "C", "C", "C", "C", "C", "C", "C", "C", "C", "C", "C", "C", "H", "H", "H", "H", "H", "H", "H", "H", "H", "H", "H", "H", "H", "H", "Se", "Se", "Te", "Se"], "xyz": [[2.44964, 1.84133, 0.97017], [-0.60660, 3.68705, 1.00081], [-1.75241, 2.47108, 0.47249], [-3.08125, 2.81902, 0.35297], [-4.05484, 1.94736, -0.12861], [-3.69767, 0.64847, -0.49877], [-2.33661, 0.27476, -0.45042], [-1.40385, 1.16820, 0.08828], [0.35884, 0.64270, 0.23133], [0.76060, -0.13614, -1.33303], [-0.02401, 0.09249, -2.50159], [0.22538, -0.58752, -3.67362], [1.34143, -1.38296, -3.78778], [2.19923, -1.56187, -2.69810], [1.92769, -0.93020, -1.48525], [0.07745, -0.76252, 1.37897], [-0.19451, -0.43893, 2.72140], [-0.38474, -1.45404, 3.65521], [-0.18197, -2.80032, 3.31472], [0.13612, -3.09974, 1.99999], [0.20016, -2.10833, 0.99486], [-3.42209, 3.83689, 0.58601], [-5.04994, 2.30133, -0.35508], [-4.43904, -0.06377, -0.86260], [-2.08445, -0.71024, -0.80898], [-0.75831, 0.88374, -2.50133], [-0.44004, -0.39389, -4.52131], [1.64229, -1.78174, -4.76921], [3.12979, -2.13650, -2.81054], [2.52836, -1.09738, -0.56604], [-0.24678, 0.59315, 3.08144], [-0.56688, -1.23616, 4.70103], [-0.25931, -3.56453, 4.07462], [0.30151, -4.13950, 1.74756], [0.40061, -2.40348, -0.03098], [4.14220, 0.22000, 1.41293], [5.68097, 1.31750, 0.08955], [4.96558, 3.84831, 0.44356], [2.51743, 4.19637, 0.46535]], "atomic_forces_ev_per_a": [[-0.24, 0.18, -0.20], [-0.61, -0.67, -0.04], [-0.50, -0.60, -0.30], [-1.21, 1.22, 0.01], [0.75, -0.65, -0.43], [0.87, 0.04, -0.09], [-1.57, 0.84, 0.75], [1.35, 0.35, -0.48], [-0.39, -0.45, 0.68], [0.22, -0.26, -2.15], [0.62, 0.12, 1.32], [-0.40, 0.62, -0.48], [1.06, -0.52, -0.38], [0.32, 0.29, 0.00], [-0.84, -0.15, 1.09], [0.35, -0.36, 0.04], [-0.06, -0.43, 0.18], [0.50, -0.42, 0.07], [-0.04, 1.09, -0.45], [-0.33, 0.01, -0.52], [0.09, -0.02, 1.25], [0.43, -0.41, -0.01], [-0.12, 0.06, 0.43], [0.20, 0.27, 0.00], [0.39, -0.08, 0.16], [-0.40, -0.24, 0.13], [0.41, -0.14, 0.19], [-0.38, -0.04, 0.60], [-0.56, 0.24, 0.07], [-0.10, 0.09, -0.97], [-0.03, -0.21, -0.37], [-0.14, 0.27, -0.11], [0.03, -0.08, -0.07], [0.01, 0.02, -0.21], [0.00, 0.15, 0.19], [-0.70, -0.11, 0.60], [-0.30, 1.21, -0.50], [1.56, -0.25, 0.10], [-0.28, -0.99, -0.10]]}

***

Entry 2:
{"formula": "C18H14F10O2PS3", "method": "ωB97M-V/def2-TZVPD", "total_charge": 1, "max_force_ev_per_a": 6.3, "spin_multiplicity": 1, "total_energy_ha": -3378.78794, "e_homo_ev": -11.0, "lumo_ev": -7.17, "orbital_gap_ev": 3.9, "species": ["F", "S", "C", "C", "C", "F", "F", "C", "F", "F", "S", "F", "F", "F", "F", "F", "P", "S", "H", "H", "H", "H", "H", "H", "C", "C", "C", "C", "C", "C", "C", "O", "C", "C", "C", "C", "C", "C", "C", "O", "H", "H", "H", "H", "H", "H", "H", "H"], "xyz": [[5.15237, -1.15857, -1.80868], [5.35575, 0.11517, -2.97217], [4.01080, 1.38550, -2.48927], [2.59315, 0.61172, -2.63312], [1.24793, 1.37469, -2.15094], [0.69766, 0.51351, -1.02954], [0.15872, 1.28037, -3.19636], [1.38124, 2.85433, -1.50250], [2.33544, 2.94545, -0.33328], [0.03664, 3.10978, -0.84963], [1.67786, 4.29111, -2.63155], [3.31811, 4.46954, -2.17007], [2.01929, 3.36578, -4.01647], [-0.02333, 4.25239, -3.02982], [1.24386, 5.34139, -1.30144], [1.86657, 5.70066, -3.61134], [7.31946, 0.88975, -2.60612], [7.41472, 1.68670, -0.79928], [4.30900, 1.71824, -1.39622], [4.18900, 2.29562, -3.20055], [2.44928, 0.32043, -3.78053], [2.70523, -0.43517, -2.07032], [7.63731, 1.84256, -3.64252], [8.26384, -0.21106, -2.61839], [-5.89179, -4.59598, 2.96024], [-5.72226, -4.73154, 1.58260], [-4.77044, -3.95769, 0.91668], [-3.99347, -3.03600, 1.62894], [-4.18015, -2.88301, 3.00221], [-5.12362, -3.67321, 3.67165], [-3.40112, -1.87891, 3.75517], [-3.56198, -1.74636, 4.96214], [-2.43248, -1.03147, 3.03152], [-1.72914, -0.03615, 3.72252], [-0.80140, 0.76087, 3.04845], [-0.56704, 0.56069, 1.68834], [-1.27034, -0.42635, 0.99628], [-2.21210, -1.21739, 1.66760], [-2.97668, -2.23456, 0.91917], [-2.77466, -2.40801, -0.27719], [-6.62714, -5.20560, 3.48077], [-6.32987, -5.44171, 1.02615], [-4.63999, -4.07262, -0.15810], [-5.26532, -3.56896, 4.74594], [-1.90389, 0.12451, 4.78519], [-0.26019, 1.53662, 3.58581], [0.16084, 1.17655, 1.16457], [-1.08562, -0.57358, -0.06654]], "atomic_forces_ev_per_a": [[0.81, 3.28, -2.17], [-3.26, -2.98, 0.33], [0.45, 0.75, 1.46], [0.34, -1.41, -1.37], [-2.17, -2.96, 0.81], [1.84, 2.82, -3.32], [3.95, 0.83, 3.38], [-2.82, -0.66, 5.18], [-2.78, -0.82, -4.26], [4.65, -0.98, -2.25], [-1.97, 5.93, -1.07], [-2.99, -0.98, -1.33], [-0.17, 1.26, 2.91], [4.10, -0.05, 0.33], [1.28, -2.34, -2.96], [-0.40, -3.35, 2.15], [3.00, 2.06, 4.29], [-0.36, -0.56, -1.66], [-0.72, -0.65, -2.09], [-0.25, -1.77, 1.03], [0.13, 0.84, 2.48], [-0.67, 2.53, -0.93], [-0.74, -1.01, -0.17], [-1.13, 0.23, -0.94], [0.24, 0.26, 0.08], [0.29, 0.25, -0.07], [-0.23, -0.20, 0.12], [-0.43, -0.39, -0.02], [-0.43, -0.44, 0.01], [-0.16, -0.18, -0.16], [-0.32, 0.05, 1.53], [0.15, -0.05, -0.79], [0.49, 0.55, -0.05], [0.24, 0.21, -0.15], [-0.28, -0.29, 0.11], [-0.24, -0.29, -0.04], [0.15, 0.22, 0.17], [0.47, 0.49, 0.04], [0.12, -0.30, -1.42], [-0.04, 0.14, 0.67], [0.15, 0.13, -0.08], [0.13, 0.14, 0.09], [0.10, 0.14, 0.28], [0.15, 0.11, -0.27], [-0.07, -0.19, -0.27], [-0.12, -0.15, -0.07], [-0.20, -0.12, 0.16], [-0.26, -0.11, 0.32]]}

***

Entry 3:
{"formula": "C18H14F2MnN5O2S", "method": "ωB97M-V/def2-TZVPD", "total_charge": 1, "max_force_ev_per_a": 0.5, "spin_multiplicity": 4, "s2": 4.17, "total_energy_ha": -2867.33690, "e_homo_ev": [-12.3, -12.5], "relative_energy_kj_mol": 0.0, "lumo_ev": [-5.06, -4.36], "orbital_gap_ev": [7.3, 8.2], "species": ["Mn", "O", "C", "N", "C", "O", "C", "C", "C", "C", "C", "N", "C", "C", "C", "C", "C", "N", "H", "H", "H", "H", "H", "H", "H", "H", "C", "C", "C", "C", "N", "C", "S", "N", "H", "H", "H", "H", "H", "F", "C", "F", "H"], "xyz": [[0.16537, 0.32571, 0.15316], [-1.13588, -1.70560, -3.08899], [-0.56124, -1.07253, -2.24983], [-0.98923, -0.74887, -0.96956], [-2.21273, -1.16552, -0.45827], [-3.05973, -1.81659, -0.99983], [-2.37211, -0.66830, 0.95782], [-3.49919, -0.94317, 1.69924], [-3.57530, -0.43968, 2.98980], [-2.52585, 0.31700, 3.48802], [-1.42360, 0.55617, 2.68922], [-1.35367, 0.06579, 1.44355], [0.81031, -0.49348, -2.49092], [1.46464, -0.65876, -3.69126], [2.71975, -0.08785, -3.83970], [3.27107, 0.62470, -2.78624], [2.55773, 0.75888, -1.60918], [1.34510, 0.20136, -1.46897], [-4.28151, -1.53770, 1.24904], [-4.44697, -0.63344, 3.60017], [-2.55373, 0.72816, 4.48638], [-0.58057, 1.14491, 3.02720], [0.97640, -1.22505, -4.47171], [3.26170, -0.19566, -4.76965], [4.24526, 1.08410, -2.86758], [2.94224, 1.31123, -0.76100], [2.46176, 2.41069, 5.78097], [2.83001, 2.06288, 4.37681], [4.09035, 1.59036, 4.02497], [4.30859, 1.27467, 2.70002], [3.36547, 1.42486, 1.76430], [2.20577, 1.89690, 2.20432], [0.94557, 2.21300, 0.97283], [1.87965, 2.21223, 3.44504], [3.33144, 2.42486, 6.43343], [1.75058, 1.67680, 6.16365], [1.97228, 3.38310, 5.80408], [4.87040, 1.47149, 4.76258], [5.26511, 0.89317, 2.36329], [1.15910, -2.12065, 0.82183], [1.49981, -0.89610, 1.22974], [1.29547, -0.79440, 2.53978], [2.52095, -0.62925, 0.94447]], "atomic_forces_ev_per_a": [[-0.21, -0.39, -0.21], [0.03, 0.01, 0.02], [0.00, -0.07, -0.09], [0.11, 0.17, 0.16], [-0.08, -0.06, 0.02], [0.03, 0.01, 0.03], [-0.03, -0.01, 0.02], [0.05, 0.02, -0.03], [-0.02, -0.01, -0.01], [0.05, 0.01, -0.01], [-0.01, -0.02, 0.00], [0.00, 0.01, -0.01], [0.04, 0.01, -0.03], [-0.03, 0.00, 0.06], [0.01, -0.01, -0.03], [0.00, 0.02, 0.08], [0.02, -0.04, -0.07], [0.03, 0.07, -0.09], [-0.01, 0.00, 0.00], [0.00, 0.00, 0.00], [0.00, 0.00, 0.01], [-0.03, 0.02, 0.01], [-0.01, 0.00, 0.00], [0.00, 0.00, 0.00], [0.00, 0.00, 0.00], [-0.02, -0.03, 0.01], [0.00, 0.01, 0.02], [-0.02, -0.01, -0.03], [0.01, 0.00, 0.01], [-0.04, 0.00, -0.02], [0.08, 0.00, 0.05], [-0.12, 0.10, -0.14], [0.20, 0.38, 0.21], [0.03, -0.05, 0.02], [0.00, 0.00, 0.00], [0.00, 0.00, 0.00], [0.00, 0.00, 0.00], [0.00, 0.00, 0.00], [0.00, -0.01, 0.00], [-0.02, 0.02, -0.01], [0.05, -0.27, 0.03], [-0.01, 0.00, -0.03], [-0.07, 0.11, 0.02]]}

***

Entry 4:
{"formula": "C18H14FN5O3S", "method": "ωB97M-V/def2-TZVPD", "max_force_ev_per_a": 1.4, "spin_multiplicity": 1, "total_energy_ha": -1691.82719, "e_homo_ev": -9.0, "lumo_ev": -0.47, "orbital_gap_ev": 8.6, "species": ["C", "O", "C", "C", "C", "C", "S", "O", "O", "N", "C", "C", "C", "C", "C", "C", "C", "C", "C", "N", "N", "C", "N", "N", "C", "C", "C", "F", "H", "H", "H", "H", "H", "H", "H", "H", "H", "H", "H", "H", "H", "H"], "xyz": [[1.91941, 4.44470, 0.40223], [2.79858, 3.48651, -0.14408], [2.69043, 2.20428, 0.24700], [1.76006, 1.70562, 1.15730], [1.74262, 0.35751, 1.47663], [2.64789, -0.50413, 0.89782], [2.56774, -2.25982, 1.23034], [3.87697, -2.79885, 1.41738], [1.56361, -2.49489, 2.22012], [2.05572, -2.86935, -0.25249], [1.01234, -2.25692, -0.94079], [1.06874, -2.06509, -2.31831], [0.01416, -1.44909, -2.96965], [-1.08580, -1.00550, -2.26266], [-1.15344, -1.19501, -0.88101], [-2.33669, -0.72938, -0.14709], [-2.30740, -0.50438, 1.26519], [-3.41916, -0.06014, 1.91400], [-4.57582, 0.16279, 1.14472], [-5.79067, 0.58210, 1.42274], [-6.48139, 0.60657, 0.28932], [-5.71945, 0.20963, -0.69582], [-4.48465, -0.08947, -0.22478], [-3.41065, -0.51797, -0.86346], [-0.10353, -1.83191, -0.22883], [3.59146, -0.04386, -0.00425], [3.60572, 1.29632, -0.31700], [4.51344, 1.75824, -1.19223], [2.03129, 4.51593, 1.48781], [2.20416, 5.39110, -0.05337], [0.87850, 4.21976, 0.15259], [1.04587, 2.36598, 1.62121], [1.03767, -0.03363, 2.19144], [2.83052, -3.18079, -0.81743], [1.93105, -2.40566, -2.87245], [0.05941, -1.30729, -4.03875], [-1.90484, -0.51562, -2.76317], [-1.39464, -0.68291, 1.80741], [-3.44771, 0.12621, 2.97490], [-6.01272, 0.12901, -1.72044], [-0.13346, -2.04560, 0.82567], [4.31467, -0.71497, -0.43777]], "atomic_forces_ev_per_a": [[-0.19, 0.19, 0.11], [0.30, -0.33, -0.18], [0.00, -0.19, 0.04], [0.14, 0.24, -0.15], [0.00, -0.16, 0.10], [-0.15, -0.56, 0.36], [0.15, 0.22, -0.46], [0.18, 0.04, -0.23], [-0.18, 0.18, -0.11], [0.58, -0.16, 0.80], [-0.71, 0.33, -0.32], [0.09, -0.10, 0.24], [-0.01, -0.03, 0.03], [-0.04, 0.02, 0.13], [0.46, -0.14, -0.46], [-0.76, 0.23, 0.08], [-0.38, 0.16, 0.36], [0.43, -0.17, -0.16], [-0.12, -0.06, -0.65], [0.54, 0.03, 1.20], [-0.63, 0.06, -0.78], [0.01, -0.04, -0.25], [-0.31, 0.34, 1.32], [0.67, -0.37, -0.69], [-0.25, 0.05, -0.19], [0.13, 0.36, -0.12], [-0.02, -0.10, -0.02], [-0.13, -0.01, 0.13], [-0.01, -0.02, -0.03], [-0.06, -0.06, 0.06], [0.04, -0.01, 0.01], [-0.05, 0.09, 0.03], [-0.13, 0.01, 0.08], [0.18, -0.04, 0.06], [0.12, -0.01, -0.07], [0.01, 0.02, -0.09], [-0.04, 0.04, -0.07], [0.09, -0.01, 0.08], [0.03, 0.01, 0.11], [0.03, -0.05, -0.26], [-0.14, 0.01, 0.10], [0.15, -0.01, -0.15]]}

***

Entry 5:
{"formula": "C18H14IrO5P", "method": "ωB97M-V/def2-TZVPD", "total_charge": 2, "max_force_ev_per_a": 6.0, "spin_multiplicity": 5, "s2": 6.03, "total_energy_ha": -1515.42011, "e_homo_ev": [-12.3, -15.4], "relative_energy_kj_mol": 0.0, "lumo_ev": [-6.93, -11.22], "orbital_gap_ev": [5.4, 4.1], "species": ["O", "C", "Ir", "O", "C", "C", "O", "C", "O", "C", "O", "H", "C", "P", "C", "C", "C", "C", "C", "C", "C", "C", "C", "C", "C", "C", "H", "H", "H", "H", "H", "H", "H", "H", "H", "H", "H", "H", "H"], "xyz": [[-0.25669, 0.09209, -5.10138], [0.33665, 0.07667, -4.14763], [0.91492, 0.08322, -2.36464], [3.97699, 0.04505, -3.07709], [2.86272, 0.07080, -2.70950], [-2.98848, 0.12071, -3.23384], [-2.59486, 0.10405, -2.10882], [0.49032, -1.84512, -2.16636], [0.41146, -3.01211, -2.19717], [0.46497, 2.02631, -2.18020], [0.40268, 3.16652, -2.28675], [-3.88308, 0.12980, -3.77138], [2.48784, 0.27089, 0.56004], [0.75891, 0.08240, 0.05680], [0.20075, -1.49234, 0.80348], [-1.16454, -1.79644, 0.95377], [-1.57376, -3.01026, 1.50006], [-0.61451, -3.98219, 1.80531], [0.74009, -3.74630, 1.56325], [1.13728, -2.50978, 1.05466], [-0.06285, 1.44713, 0.94977], [0.41615, 2.74836, 0.72864], [-0.25055, 3.85734, 1.24770], [-1.37633, 3.68325, 2.05056], [-1.81865, 2.38274, 2.35512], [-1.14766, 1.28126, 1.83442], [3.10577, -0.50625, 0.09609], [2.56257, 0.20966, 1.65449], [2.84988, 1.24849, 0.22330], [-1.91562, -1.06827, 0.63068], [-2.63600, -3.19454, 1.69356], [-0.92529, -4.93849, 2.21997], [1.49445, -4.52103, 1.76160], [2.19132, -2.33808, 0.84762], [1.32942, 2.89808, 0.15657], [0.12474, 4.86534, 1.02008], [-1.89745, 4.54736, 2.45195], [-2.68138, 2.24240, 3.00569], [-1.47217, 0.28126, 2.11958]], "atomic_forces_ev_per_a": [[0.28, -0.07, -0.29], [-0.99, 0.14, -2.67], [-0.40, 0.19, 0.34], [-5.10, 0.15, 1.81], [4.78, -0.17, -1.73], [3.45, -0.02, 1.43], [-1.03, 0.04, -0.99], [0.49, -5.98, 0.31], [0.05, 4.69, -0.17], [0.50, 2.56, 0.23], [-0.06, -1.30, -0.42], [-2.32, 0.00, -0.35], [0.19, 0.11, 0.45], [-0.24, -0.87, 2.31], [-0.03, -0.39, -0.23], [-0.08, 0.35, -0.03], [0.17, -0.02, -0.02], [0.02, 0.02, 0.03], [-0.05, 0.06, -0.14], [0.11, 0.22, 0.16], [1.14, 0.49, -0.46], [0.64, -2.54, -0.62], [-0.66, 1.57, 0.65], [-0.93, -0.81, 0.74], [-0.44, 2.84, 0.39], [0.42, -1.18, -0.64], [-0.12, 0.19, 0.10], [0.12, -0.01, -0.29], [0.04, -0.20, 0.05], [0.13, -0.30, 0.12], [0.47, 0.02, -0.20], [0.03, 0.20, -0.07], [-0.46, 0.42, -0.10], [-0.15, -0.08, 0.19], [-0.20, 0.07, 0.18], [-0.27, -0.45, 0.10], [0.07, -0.17, -0.06], [0.22, 0.02, -0.14], [0.18, 0.23, 0.03]]}